# 1
{"formula": "C60H70Cl5N10", "method": "wB97M-V/def2-TZVPD", "elements": ["C", "N", "C", "C", "C", "C", "C", "C", "C", "C", "N", "C", "C", "C", "H", "H", "H", "H", "H", "H", "H", "H", "H", "H", "H", "H", "H", "H", "C", "N", "C", "C", "C", "C", "C", "C", "C", "C", "N", "C", "C", "C", "H", "H", "H", "H", "H", "H", "H", "H", "H", "H", "H", "H", "H", "H", "C", "N", "C", "C", "C", "C", "C", "C", "C", "C", "N", "C", "C", "C", "H", "H", "H", "H", "H", "H", "H", "H", "H", "H", "H", "H", "H", "H", "C", "N", "C", "C", "C", "C", "C", "C", "C", "C", "N", "C", "C", "C", "H", "H", "H", "H", "H", "H", "H", "H", "H", "H", "H", "H", "H", "H", "C", "N", "C", "C", "C", "C", "C", "C", "C", "C", "N", "C", "C", "C", "H", "H", "H", "H", "H", "H", "H", "H", "H", "H", "H", "H", "H", "H", "Cl", "Cl", "Cl", "Cl", "Cl"], "xyz": [[0.24189, 1.96406, -5.23460], [-0.93028, 1.98167, -4.34929], [-1.45246, 3.11694, -3.95046], [-2.50634, 3.09986, -3.04412], [-2.98128, 1.86358, -2.50178], [-2.42879, 0.68357, -2.97048], [-1.42497, 0.79628, -3.88179], [-4.10395, 1.94295, -1.53245], [-4.01957, 1.07456, -0.42692], [-4.95301, 1.27602, 0.60972], [-5.92110, 2.18557, 0.56536], [-6.03456, 3.02313, -0.55275], [-5.13007, 2.84655, -1.58094], [-6.85817, 2.31714, 1.68059], [-0.13666, 1.73423, -6.23059], [0.82816, 1.07225, -5.01312], [0.75364, 2.92596, -5.20356], [-0.95284, 3.99590, -4.33020], [-2.89756, 4.02061, -2.63723], [-2.75038, -0.29890, -2.65784], [-0.97380, -0.13223, -4.19916], [-3.15710, 0.45961, -0.21625], [-5.00725, 0.52865, 1.38746], [-6.97372, 3.55357, -0.60751], [-5.23400, 3.36263, -2.52394], [-6.72274, 1.43244, 2.30274], [-7.86851, 2.51392, 1.32198], [-6.52489, 3.25211, 2.13097], [-3.78881, -2.96211, -4.54085], [-2.44114, -3.56926, -4.40016], [-1.46615, -3.06027, -5.14328], [-0.19520, -3.72785, -5.08599], [0.08161, -4.78881, -4.20333], [-0.96383, -5.16741, -3.39269], [-2.23956, -4.59569, -3.52960], [1.43016, -5.43227, -4.15547], [2.63023, -4.72187, -4.35060], [3.83824, -5.27648, -4.04249], [3.91899, -6.59146, -3.62529], [2.82085, -7.34091, -3.58250], [1.57472, -6.75468, -3.89365], [5.19428, -7.15885, -3.36443], [-3.68774, -1.95024, -4.14843], [-4.55196, -3.44660, -3.93177], [-4.03080, -2.91219, -5.60248], [-1.69393, -2.19638, -5.75009], [0.54980, -3.47098, -5.82449], [-0.83908, -5.99282, -2.70746], [-3.06536, -4.91256, -2.90988], [2.60853, -3.65270, -4.50164], [4.74599, -4.69276, -4.00157], [2.98425, -8.36165, -3.26979], [0.66024, -7.32848, -3.86392], [5.69071, -6.38612, -2.77745], [5.67098, -7.30984, -4.33296], [5.10590, -8.05522, -2.75059], [-3.81514, 6.25416, -0.19246], [-2.99754, 6.14256, 0.98288], [-3.31461, 5.31513, 1.97276], [-2.39286, 5.08981, 3.00654], [-1.18889, 5.74045, 2.99381], [-0.96684, 6.71482, 2.04579], [-1.84697, 6.82074, 0.99085], [-0.14746, 5.36534, 4.00685], [-0.46308, 5.22130, 5.34113], [0.49029, 4.78905, 6.23405], [1.79842, 4.52433, 5.86867], [2.14280, 4.69545, 4.57175], [1.25853, 5.13668, 3.63077], [2.70289, 3.99408, 6.90689], [-4.20802, 5.30928, -0.56787], [-3.21217, 6.59325, -1.03481], [-4.53784, 7.06321, -0.08644], [-4.27574, 4.82737, 1.90400], [-2.46486, 4.35512, 3.79486], [-0.06506, 7.30097, 2.14388], [-1.70115, 7.51671, 0.17798], [-1.47405, 5.31702, 5.70880], [0.21493, 4.58427, 7.25808], [3.19689, 4.54195, 4.39361], [1.55011, 5.16421, 2.59124], [2.55530, 2.91464, 6.87313], [2.52553, 4.47444, 7.86912], [3.66441, 4.36386, 6.55076], [0.79245, -7.38472, -0.11776], [0.37052, -5.95927, 0.05075], [1.29834, -4.97106, -0.00845], [0.94761, -3.60363, 0.12811], [-0.32903, -3.33934, 0.66248], [-1.27293, -4.37050, 0.76014], [-0.90409, -5.70782, 0.46273], [-0.49828, -1.92342, 1.16941], [-0.69531, -0.81946, 0.29418], [-0.87673, 0.44410, 0.80650], [-0.86465, 0.65758, 2.19650], [-0.73247, -0.33839, 3.07848], [-0.53800, -1.67124, 2.54827], [-0.77533, 1.94914, 2.75086], [0.10767, -7.97676, -0.72494], [0.52060, -7.76802, 0.86575], [1.85885, -7.50042, -0.31142], [2.29771, -5.34353, -0.17855], [1.65284, -2.79122, 0.03306], [-2.27901, -4.26834, 1.13931], [-1.55274, -6.51685, 0.76462], [-0.92454, -1.07483, -0.72985], [-0.76622, 1.37444, 0.26925], [-0.48604, -0.19863, 4.12066], [-0.28757, -2.49303, 3.20275], [-1.57901, 2.60057, 2.40760], [0.17951, 2.38160, 2.45193], [-0.76960, 1.95995, 3.84079], [4.16605, -2.57230, 4.62975], [4.20481, -1.56751, 3.50590], [3.98500, -1.98351, 2.20131], [3.87210, -1.00035, 1.17240], [3.85624, 0.37181, 1.45486], [4.14971, 0.71863, 2.78373], [4.38481, -0.26894, 3.72260], [3.60445, 1.40029, 0.43131], [4.26225, 2.64748, 0.37714], [3.83519, 3.70014, -0.53348], [2.93967, 3.39106, -1.46015], [2.30599, 2.20284, -1.45683], [2.56245, 1.22924, -0.45350], [2.61448, 4.33612, -2.55688], [5.12137, -2.76412, 5.11830], [3.71404, -3.48330, 4.23750], [3.57453, -2.03189, 5.36877], [4.12575, -3.02708, 1.96143], [3.66509, -1.32546, 0.16352], [3.91912, 1.73410, 3.07019], [4.34377, 0.07588, 4.74525], [5.13595, 2.94555, 0.93769], [4.12842, 4.73957, -0.53367], [1.68674, 2.05554, -2.32931], [1.98724, 0.31520, -0.44510], [1.53823, 4.41132, -2.71219], [3.00602, 3.92744, -3.48842], [2.80933, 5.37075, -2.27462], [-3.04596, -5.19290, 3.51708], [-2.11130, -9.22580, 0.63598], [-0.42275, 4.04418, -0.42960], [3.17577, -5.95579, 2.52718], [1.56129, 0.52847, 5.57131]], "multiplicity": 1, "charge": 5}

=====

# 2
{"formula": "C60H70ClN10", "method": "wB97M-V/def2-TZVPD", "elements": ["C", "N", "C", "C", "C", "C", "C", "C", "C", "C", "N", "C", "C", "C", "H", "H", "H", "H", "H", "H", "H", "H", "H", "H", "H", "H", "H", "H", "C", "N", "C", "C", "C", "C", "C", "C", "C", "C", "N", "C", "C", "C", "H", "H", "H", "H", "H", "H", "H", "H", "H", "H", "H", "H", "H", "H", "C", "N", "C", "C", "C", "C", "C", "C", "C", "C", "N", "C", "C", "C", "H", "H", "H", "H", "H", "H", "H", "H", "H", "H", "H", "H", "H", "H", "C", "N", "C", "C", "C", "C", "C", "C", "C", "C", "N", "C", "C", "C", "H", "H", "H", "H", "H", "H", "H", "H", "H", "H", "H", "H", "H", "H", "C", "N", "C", "C", "C", "C", "C", "C", "C", "C", "N", "C", "C", "C", "H", "H", "H", "H", "H", "H", "H", "H", "H", "H", "H", "H", "H", "H", "Cl"], "xyz": [[0.81677, -6.82669, 1.35664], [0.05933, -8.09861, 1.30642], [-1.11499, -8.09634, 0.67297], [-1.85780, -9.29893, 0.45182], [-1.28282, -10.44750, 0.75211], [-0.03610, -10.50403, 1.46312], [0.57173, -9.26113, 1.79000], [-1.86896, -11.77973, 0.20756], [-1.39158, -12.21208, -1.04056], [-1.78639, -13.45821, -1.58634], [-2.66386, -14.18514, -0.90707], [-3.24167, -13.71236, 0.24908], [-2.84813, -12.54703, 0.88926], [-2.99796, -15.49229, -1.48251], [0.21924, -5.93980, 1.56755], [1.16335, -6.68515, 0.33295], [1.57618, -6.74906, 2.13470], [-1.52526, -7.18038, 0.27411], [-2.72642, -9.21319, -0.18423], [0.36161, -11.46814, 1.74371], [1.53060, -9.19534, 2.28258], [-0.76564, -11.50116, -1.55938], [-1.45665, -13.85550, -2.53493], [-3.88885, -14.37043, 0.80988], [-3.41662, -12.22530, 1.74934], [-3.93696, -15.74225, -0.98865], [-2.12670, -16.08802, -1.21030], [-3.13116, -15.45823, -2.56380], [-4.46903, 14.74285, 1.44831], [-4.09413, 13.54303, 0.71574], [-4.87881, 12.90112, -0.22250], [-4.40826, 11.96000, -1.09815], [-3.06567, 11.59471, -1.03114], [-2.20339, 12.27269, -0.12433], [-2.74515, 13.21867, 0.78702], [-2.57220, 10.33276, -1.78334], [-1.93840, 9.31298, -1.00584], [-1.48771, 8.13941, -1.60059], [-1.85126, 7.85010, -2.88061], [-2.65030, 8.79190, -3.60325], [-3.09459, 9.96087, -2.99765], [-1.60333, 6.48280, -3.34228], [-3.90370, 15.65678, 1.26602], [-4.21657, 14.57068, 2.49460], [-5.55053, 14.82345, 1.55765], [-5.92065, 13.18335, -0.25897], [-5.09478, 11.51321, -1.80205], [-1.22350, 11.86351, 0.07261], [-2.10258, 13.76941, 1.45799], [-1.53535, 9.64686, -0.06113], [-0.80429, 7.46996, -1.09941], [-2.89914, 8.45955, -4.60026], [-3.70561, 10.71602, -3.46967], [-1.24490, 6.48444, -4.37166], [-2.52922, 5.91158, -3.27491], [-0.88144, 5.96053, -2.71441], [3.66710, -2.45059, -4.89074], [2.71027, -2.46257, -6.01129], [1.41474, -2.39697, -5.80428], [0.42671, -2.39559, -6.89276], [0.82148, -2.36843, -8.16696], [2.19030, -2.50223, -8.36607], [3.16514, -2.49718, -7.27333], [-0.21315, -2.43103, -9.26801], [-0.92819, -1.32647, -9.79995], [-1.85869, -1.48630, -10.82074], [-2.13474, -2.77626, -11.20992], [-1.39849, -3.87137, -10.83188], [-0.44299, -3.69693, -9.79438], [-3.33200, -3.05598, -12.16105], [3.53150, -1.45634, -4.46509], [4.70484, -2.67962, -5.13310], [3.29864, -3.16649, -4.15602], [0.96545, -2.46456, -4.82450], [-0.61395, -2.53138, -6.63784], [2.62716, -2.73357, -9.32629], [4.23963, -2.43824, -7.36502], [-0.84098, -0.39419, -9.26175], [-2.38210, -0.73905, -11.39872], [-1.50468, -4.87577, -11.21440], [0.20363, -4.52457, -9.54283], [-3.27295, -2.40689, -13.03472], [-4.26767, -2.79231, -11.66800], [-3.30541, -4.11757, -12.40682], [-6.44209, 3.34009, -1.81924], [-5.76789, 3.81478, -0.64383], [-5.89398, 5.12977, -0.34567], [-5.32015, 5.70332, 0.78026], [-4.48194, 4.96913, 1.59990], [-4.36997, 3.57427, 1.29797], [-5.10905, 3.02656, 0.20211], [-3.68086, 5.57929, 2.69981], [-2.41798, 5.08974, 3.07572], [-1.82731, 5.48216, 4.24724], [-2.34419, 6.50773, 4.97931], [-3.58407, 6.92969, 4.74756], [-4.26594, 6.46080, 3.56766], [-1.52862, 7.09298, 6.07208], [-5.72187, 2.82150, -2.45205], [-6.81018, 4.17042, -2.42186], [-7.27863, 2.70046, -1.53788], [-6.47290, 5.73107, -1.03101], [-5.57215, 6.75054, 0.85910], [-3.82933, 2.91736, 1.96324], [-5.02845, 2.00170, -0.12889], [-1.93708, 4.35622, 2.44557], [-0.81208, 5.22681, 4.51276], [-3.97687, 7.77073, 5.29961], [-5.21905, 6.92205, 3.35500], [-1.79746, 6.61254, 7.01282], [-1.83656, 8.13622, 6.14227], [-0.51787, 6.85643, 5.73961], [6.19512, 2.07902, 5.70293], [6.77437, 0.73554, 6.21577], [6.70905, -0.36529, 5.41290], [7.23983, -1.54624, 5.95223], [7.76226, -1.59240, 7.23248], [7.77253, -0.38112, 8.00018], [7.42032, 0.81395, 7.38195], [8.26958, -2.94095, 7.74002], [7.72562, -4.20206, 7.29847], [8.23009, -5.41406, 7.80871], [9.33925, -5.33267, 8.53785], [9.90126, -4.20932, 8.99152], [9.31216, -2.97994, 8.61477], [10.02196, -6.56113, 8.85477], [6.10115, 2.77562, 6.53600], [5.29852, 2.04276, 5.08414], [6.95605, 2.55611, 5.08528], [6.11180, -0.25063, 4.52040], [7.09465, -2.45085, 5.38039], [8.02068, -0.41875, 9.05062], [7.25182, 1.74219, 7.90765], [6.82952, -4.17329, 6.69633], [7.85732, -6.39370, 7.54839], [10.76202, -4.27717, 9.64028], [9.85581, -2.08985, 8.89508], [11.04571, -6.33460, 9.15267], [9.98189, -7.15065, 7.93883], [9.45172, -6.97940, 9.68422], [1.52228, 1.12117, 0.20867]], "e_above_lowest_kj_mol": 63.2, "multiplicity": 1, "charge": 9}

=====

Number 1: calculated total energy -140811.8432 eV, HOMO level -14.23 eV, LUMO energy -12.87 eV. Number 2: calculated total energy -90674.6634 eV, HOMO level -18.10 eV, LUMO energy -15.51 eV.